Model a:
Computed, not measured: the molecule C6H9NO, with ωB97M-V with the def2-TZVPD basis set.

Output
SMILES	C1[C@H]2CN2C[C@H]2O[C@H]12
E_LUMO	0.90	eV
charge	0
frontier orbital gap	9.30	eV

Structure (XYZ):
```
17
Properties=species:S:1:pos:R:3:nbo_charge:R:1
O -2.588 -0.007 -0.224 -0.46
N 0.656 0.797 -0.209 -0.50
C -1.265 -0.656 -0.568 0.04
C 2.029 0.192 -0.356 -0.19
C -0.599 1.745 -0.021 -0.19
C 0.872 -0.455 0.405 -0.08
C -0.221 -1.546 0.078 -0.44
C -1.389 0.463 0.318 0.06
H 1.110 -0.582 1.519 0.16
H -1.153 0.407 1.399 0.17
H 3.185 0.675 -0.029 0.21
H 0.120 -2.451 -0.464 0.22
H 2.270 -0.530 -1.425 0.16
H -0.745 2.118 -0.972 0.22
H -0.587 2.241 0.944 0.20
H -1.104 -0.566 -1.599 0.19
H -0.590 -1.846 1.204 0.22
```

***

Model b:
Computed, not measured: a structure of composition C6H9NO, with ωB97M-V with the def2-TZVPD basis set.

Output
E_LUMO	0.69	eV
charge	0
frontier orbital gap	9.75	eV

Structure (XYZ):
```
17
Properties=species:S:1:pos:R:3:nbo_charge:R:1
O -1.252 2.691 -0.594 -0.55
N 0.272 1.073 -0.830 -0.64
C -0.145 -1.320 -0.217 -0.22
C -0.838 1.641 -0.279 0.70
C 0.320 0.054 0.230 0.04
C -1.147 0.467 0.791 -0.50
C 1.581 -0.199 0.941 -0.61
C -0.611 -1.333 -1.530 -0.46
H 1.889 0.587 1.799 0.20
H -2.000 -0.432 0.902 0.26
H 2.434 -0.294 0.199 0.23
H -0.409 -2.311 0.500 0.25
H 1.194 1.816 -1.051 0.42
H 1.550 -0.851 1.673 0.22
H -0.978 0.897 1.694 0.21
H -1.399 -2.152 -2.010 0.21
H -0.460 -0.335 -2.218 0.23
```

***

Most favorable structure: model b. The second most favorable one is 2.754 eV above it.

***

Model a:
Computed, not measured: a structure of composition C6H9NO, with ωB97M-V with the def2-TZVPD basis set.

Output
E_LUMO	0.75	eV
charge	0
frontier orbital gap	9.48	eV

Structure (XYZ):
```
17
Properties=species:S:1:pos:R:3:nbo_charge:R:1
O 0.650 2.060 -1.302 -0.68
N -0.833 -0.589 0.602 -0.41
C 0.638 1.363 -0.049 0.03
C 1.561 -0.637 -0.032 -0.15
C -2.109 -1.307 0.736 -0.42
C 1.859 0.644 0.032 -0.26
C 0.023 -0.823 -0.324 -0.06
C -0.556 0.424 -0.237 -0.10
H -0.171 -1.524 -1.155 0.19
H 2.764 1.301 0.540 0.23
H -2.928 -1.229 -0.111 0.19
H 1.895 2.318 -1.203 0.44
H -1.739 -2.299 1.014 0.21
H 2.265 -1.504 0.101 0.21
H 0.616 2.148 0.732 0.17
H -2.699 -0.873 1.703 0.21
H -1.236 0.526 -1.048 0.21
```

***

Model b:
Computed, not measured: a structure of composition C6H9NO, with ωB97M-V with the def2-TZVPD basis set.

Output
E_LUMO	0.71	eV
charge	0
frontier orbital gap	8.25	eV

Structure (XYZ):
```
17
Properties=species:S:1:pos:R:3:nbo_charge:R:1
O -0.089 -2.157 0.821 -0.48
N 2.190 0.285 -0.563 -0.75
C -1.192 -0.074 1.653 -0.65
C -0.640 0.919 -1.284 -0.62
C 1.209 -0.593 -0.321 0.28
C -0.417 -0.856 0.648 0.31
C -0.199 -0.452 -0.815 -0.31
C 1.104 -1.348 0.908 -0.15
H -0.257 1.109 -2.289 0.22
H -0.278 1.708 -0.616 0.21
H 2.007 1.119 -1.092 0.39
H -2.252 -0.119 1.425 0.22
H -0.524 -1.239 -1.497 0.23
H 2.988 0.270 0.046 0.41
H -1.036 -0.512 2.646 0.25
H -1.727 0.973 -1.323 0.23
H -0.890 0.965 1.655 0.22
```

***

Most favorable structure: model b. The second most favorable one is 2.099 eV above it.